No. 1
18
Properties=species:S:1:pos:R:3:forces:R:3:mulliken_charge:R:1 method="wB97M-V/def2-TZVPD" e_above_lowest_kj_mol=556.8 total_energy_ev=-10473.400 lumo_energy_ha=0.036
C -0.97562 -0.96563 0.58112 0.324 1.670 0.534 -0.3664
C -0.56012 -1.50458 -0.60354 -0.376 1.351 -0.477 -0.0896
O 0.04232 -1.02942 -1.89184 0.318 0.219 2.567 -0.4183
C 1.34950 -0.28204 -1.91169 0.016 -0.790 0.081 -0.0463
O 1.36050 1.02461 -1.30887 1.281 0.111 -0.787 -0.4961
C 0.59285 0.78021 -0.16072 -2.738 1.321 -0.076 -0.9146
C -0.00826 1.48437 1.10820 0.491 -0.522 -0.326 -0.5058
C -1.01667 0.37782 1.55511 2.881 -1.610 -1.607 -0.7844
H -1.55737 -1.66341 1.10925 -0.682 -1.229 0.455 0.3125
H -1.03975 -2.46123 -0.70984 0.525 -0.498 -0.883 0.3419
H 2.12950 -1.04242 -1.49594 -1.169 1.658 -0.328 0.2647
H 1.52379 -0.02802 -2.95936 -0.053 -0.671 0.080 0.2674
H -0.34165 0.56035 -0.73126 0.456 0.034 1.607 0.3906
H 1.10342 -0.00139 0.26346 0.581 -2.443 1.150 0.6274
H -0.51266 2.36971 0.78759 -0.153 0.929 0.407 0.3252
H 0.61708 1.53507 2.03993 0.089 0.965 -1.511 0.2787
H -2.00942 0.63648 1.74016 -1.872 0.761 -0.659 0.4444
H -0.69744 0.20951 2.58825 0.080 -1.255 -0.225 0.3687

=====

No. 2
18
Properties=species:S:1:pos:R:3:forces:R:3:mulliken_charge:R:1 method="wB97M-V/def2-TZVPD" e_above_lowest_kj_mol=338.9 total_energy_ev=-10475.657 lumo_energy_ha=0.025
C -1.08362 -0.06770 -1.68419 0.475 -0.068 0.149 -0.4248
C 0.21846 1.39063 0.92436 -0.032 0.010 -0.010 -1.4486
C 0.48039 -1.02922 1.69172 -0.031 -0.015 0.018 -1.4110
C 0.03803 -0.07321 0.62094 0.111 -0.116 -0.436 0.9237
C 0.85502 -0.59258 -1.24528 -0.381 0.041 0.155 0.0357
C -0.74800 -0.60007 -0.42796 0.029 0.090 0.024 -0.2502
O -1.14313 1.26809 -1.99406 0.058 -0.070 0.097 -0.5413
O 1.41164 -1.64194 -1.43217 -0.216 0.182 0.107 -0.5864
H -1.35705 1.78011 -1.20527 0.010 -0.072 -0.037 0.3344
H -1.49118 -0.71260 -2.44918 -0.010 -0.010 0.044 0.4266
H 1.15725 0.43401 -1.43724 -0.097 0.059 0.049 0.4581
H -0.96849 -1.65946 -0.35961 0.061 -0.003 -0.016 0.4100
H 1.19700 1.56800 1.37681 -0.033 -0.031 -0.017 0.3742
H -0.53110 1.73903 1.64762 0.043 -0.031 -0.041 0.2961
H 0.15542 2.03421 0.04657 0.026 -0.023 0.016 0.3765
H 0.62914 -2.03315 1.28715 -0.018 0.039 -0.019 0.3416
H -0.24750 -1.09814 2.50966 0.040 0.010 -0.054 0.3255
H 1.42774 -0.70602 2.13010 -0.035 0.007 -0.031 0.3599

=====

No. 3
18
Properties=species:S:1:pos:R:3:forces:R:3:mulliken_charge:R:1 method="wB97M-V/def2-TZVPD" e_above_lowest_kj_mol=385.6 total_energy_ev=-10475.174 lumo_energy_ha=0.029
C 0.88538 2.19352 -0.62501 -0.375 0.007 -0.272 -0.6567
C 0.79080 0.93616 -0.28081 1.757 -0.262 0.400 -0.0350
C 1.32740 -0.18811 0.23343 -1.005 0.432 -0.911 0.5598
C 0.82144 -0.67776 1.51250 -1.267 -0.350 0.282 -1.0314
O 1.91556 -1.07699 -0.63606 0.052 0.187 0.307 -0.4852
H 1.78843 2.76970 -0.46626 0.075 -0.026 0.072 0.2740
H 0.07661 2.70884 -1.13195 -0.115 0.055 0.072 0.2099
H -0.29446 -1.00003 1.26847 1.733 -0.125 0.529 0.1108
H 0.65794 0.12311 2.22913 0.204 0.167 -0.011 0.3156
H 1.45436 -1.43800 1.97238 -0.233 -0.180 -0.087 0.4430
H 1.95506 -1.94716 -0.22211 -0.037 0.063 0.009 0.3397
C -1.99264 -0.66198 0.36993 -0.474 0.911 -1.554 -1.1989
C -1.41757 0.01057 -0.67188 -1.946 -1.107 0.363 0.4130
O -1.11580 -0.70825 -1.80813 0.236 0.199 0.353 -0.5386
H -2.60127 -0.11516 1.07258 0.326 0.277 0.304 0.3001
H -2.32606 -1.67775 0.21408 0.593 -0.348 0.098 0.3267
H -1.57897 1.07849 -0.78421 0.471 -0.009 0.038 0.2474
H -0.34622 -0.32920 -2.24606 0.005 0.110 0.007 0.4060

=====

No. 4
18
Properties=species:S:1:pos:R:3:forces:R:3:mulliken_charge:R:1 method="wB97M-V/def2-TZVPD" e_above_lowest_kj_mol=809.9 total_energy_ev=-10470.776 lumo_energy_ha=0.037
C 2.00130 -0.39998 0.72834 -3.743 -0.680 3.521 -1.1001
C 0.99195 -0.52953 -0.51684 -0.768 1.836 4.985 0.0296
C 0.65308 0.98117 -0.68455 1.194 2.433 -1.227 -0.5366
C -1.19161 0.62809 -0.12748 -3.415 -1.559 -1.599 0.4269
C -2.43130 -0.29650 0.27454 -1.959 2.050 -3.815 -0.7939
C -1.08102 -0.79297 0.22362 3.655 0.251 -0.204 -0.0892
H 1.67229 0.50234 1.57089 0.050 -2.722 -2.288 0.2090
H 2.80706 0.20100 0.34062 1.439 -1.312 0.010 0.4212
H 1.90439 -1.45529 1.41310 1.542 2.914 -2.150 0.2823
H 1.47839 -0.74514 -1.33761 3.161 -1.194 -4.060 0.5729
H 1.65021 1.60999 -0.62236 -1.952 -1.312 -0.603 0.3718
H -0.04396 1.03712 -1.65511 3.439 1.017 1.181 0.2179
H -1.21092 0.54665 -1.39736 -1.437 0.644 3.738 0.0315
H -2.87290 -0.38336 1.17527 -1.039 -0.017 3.303 0.3291
H -3.31423 -0.20949 -0.45217 1.937 -0.618 0.380 0.2412
H -0.73495 -0.74060 1.22868 0.261 -0.744 1.101 0.2863
O -0.23541 1.60065 0.36276 -0.918 -3.352 -3.134 -0.4364
O -0.04238 -1.55414 -0.52436 -1.446 2.363 0.861 -0.4635

=====

No. 5
18
Properties=species:S:1:pos:R:3:forces:R:3:mulliken_charge:R:1 method="wB97M-V/def2-TZVPD" e_above_lowest_kj_mol=919.7 total_energy_ev=-10469.638 lumo_energy_ha=0.036
C 1.00714 -1.00438 -2.50433 1.704 0.441 0.297 -0.8751
C 1.17241 -0.33025 -1.11231 -2.176 -0.302 -1.356 -0.2869
C 0.30329 0.68548 -0.35234 0.664 0.512 3.317 -0.0497
C -1.01359 1.28829 1.39923 -2.242 -0.094 -2.196 -0.3576
C -1.02720 -0.17518 2.00685 -0.172 -0.190 -1.022 -0.2931
C 0.27269 -0.75741 -0.00899 -5.704 1.378 1.164 0.0446
H -0.03193 -0.59905 -2.91246 2.348 -1.659 0.295 0.2686
H 1.15854 -2.23259 -2.15281 -0.650 3.608 -2.037 0.2386
H 2.11412 -0.46289 -3.21020 -3.850 -2.154 1.820 0.2416
H 2.12944 0.04343 -1.06100 2.228 0.128 1.169 0.5127
H 0.91020 1.07973 0.61117 -0.252 -0.244 -3.206 0.0459
H -2.07426 1.74692 1.71306 2.680 -0.475 -0.755 0.3120
H -0.00345 1.92058 1.57666 -2.959 -1.382 0.425 0.3157
H -1.00671 0.12758 3.06597 1.476 -0.894 0.107 0.3504
H -2.06934 -0.84265 2.10805 2.572 1.839 -1.504 0.2207
H -0.93941 -0.71204 -0.39492 3.349 -1.962 0.247 0.2102
O -1.04731 1.20853 -0.20038 1.423 1.187 2.211 -0.4469
O 0.14537 -0.98407 1.42875 -0.438 0.265 1.023 -0.4516

=====

No. 6
19
Properties=species:S:1:pos:R:3:forces:R:3:mulliken_charge:R:1 method="wB97M-V/def2-TZVPD" e_above_lowest_kj_mol=21.5 total_energy_ev=-12526.550 lumo_energy_ha=0.024
C -0.36287 0.33676 2.08817 -0.021 0.333 -0.045 -1.1770
C -0.74818 0.31918 0.82294 -2.207 -0.359 -0.278 0.2758
O -2.07799 0.57669 0.42257 1.161 0.183 0.463 -0.4900
C 0.02443 -0.19915 -0.35024 1.799 0.487 0.309 2.2205
C -0.38994 0.45507 -1.66993 -0.061 0.004 0.125 -1.8075
C -0.06596 -1.72252 -0.42985 0.123 0.136 0.037 -1.6779
C 1.52594 0.21399 -0.07207 -0.558 -0.587 -0.535 -0.0074
O 2.44793 -0.55045 0.00991 -0.016 -0.120 0.086 -0.5731
O 1.68906 1.54266 0.00189 -0.191 0.459 -0.061 -0.4203
H 0.63416 0.05893 2.37556 0.261 0.003 -0.018 0.3058
H -1.02269 0.67576 2.87089 -0.138 -0.054 0.106 0.2718
H -2.55318 0.99438 1.15121 0.078 -0.139 0.013 0.3334
H -0.34400 1.53768 -1.58776 -0.027 0.050 -0.089 0.3803
H 0.27142 0.12514 -2.46860 0.072 -0.012 -0.048 0.4411
H -1.40644 0.16281 -1.91797 -0.043 0.016 -0.028 0.4086
H -1.08405 -2.01843 -0.66926 -0.104 -0.004 -0.006 0.4357
H 0.60769 -2.09016 -1.20018 -0.002 -0.046 -0.084 0.3578
H 0.22395 -2.17374 0.51525 0.010 -0.035 0.041 0.3627
H 2.63073 1.75539 0.10747 -0.137 -0.314 0.014 0.3595

=====

No. 7
19
Properties=species:S:1:pos:R:3:forces:R:3:mulliken_charge:R:1 method="wB97M-V/def2-TZVPD" e_above_lowest_kj_mol=497.2 total_energy_ev=-12521.619 lumo_energy_ha=0.028
C 2.65043 -0.52634 0.50623 1.193 0.277 2.267 -0.8960
C 1.52653 -1.00085 -0.47934 -0.507 2.653 -0.821 -0.7008
C 0.19312 -0.24295 -0.42153 4.125 1.302 2.679 0.7672
C -0.84928 -0.94890 -0.07307 -3.169 -1.086 2.208 -0.3095
C -2.21103 -0.30717 0.04144 -1.214 -2.374 -0.350 0.4559
O -2.76793 0.76876 0.22730 0.803 -2.627 -0.376 -0.5851
O -2.98245 -1.50433 -0.14101 4.449 0.522 -0.455 -0.4355
O 0.51700 1.10340 -0.49631 -2.741 1.011 0.469 -0.3978
C -0.62811 2.15741 -0.06867 0.842 0.545 0.569 -0.5352
H 2.47652 -0.54566 1.78369 0.153 -0.630 -3.869 0.2263
H 3.74430 -0.90062 0.27358 -2.438 0.113 0.472 0.2858
H 2.77648 0.55636 0.37192 -0.274 -0.242 -0.161 0.2843
H 1.66750 -0.52713 -1.47504 1.554 -1.083 -0.064 0.2488
H 1.20332 -2.00438 -0.59907 0.695 -1.143 0.171 0.3909
H -0.91632 -2.16155 0.38957 0.731 4.095 -2.094 0.1624
H -3.78492 -1.18963 0.04963 -5.728 1.416 0.975 0.2808
H -0.29059 3.37189 0.15227 0.016 -3.891 -0.926 0.2223
H -1.03532 1.73924 0.97294 0.774 1.146 -2.896 0.2693
H -1.28926 2.16243 -1.01453 0.738 -0.004 2.200 0.2660

=====

No. 8
20
Properties=species:S:1:pos:R:3:forces:R:3:mulliken_charge:R:1 method="wB97M-V/def2-TZVPD" e_above_lowest_kj_mol=102.0 total_energy_ev=-23359.617 lumo_energy_ha="0.003 / 0.003"
C 0.57424 -1.76219 0.43948 -0.398 0.777 0.319 0.9107
C -0.38315 0.33087 0.83741 -0.397 0.679 0.242 0.2544
C 0.26459 -3.12430 0.05998 -1.818 -4.981 -0.650 -1.1778
C -1.39778 1.77813 -1.10088 1.187 -2.517 -1.446 -1.6850
C 1.12565 1.62864 -0.65012 -1.891 4.208 -0.877 -1.3264
C -0.37251 1.62623 -0.06856 3.912 -1.722 1.801 0.5781
O 1.58313 -1.34683 0.89158 1.019 -0.023 0.126 -0.4454
O -0.32662 -0.89627 3.17851 0.559 0.887 -0.815 -0.5361
O -0.52491 -0.91179 0.24871 0.076 0.708 0.040 -0.3679
S -0.12578 0.41383 2.47833 -1.106 -0.513 -0.695 0.2867
H -0.87171 -3.39303 0.18354 2.126 0.790 0.172 0.2738
H 0.87376 -3.98813 0.59224 -1.077 2.329 -0.659 0.3117
H 0.39237 -3.42173 -1.01839 0.228 1.032 0.766 0.2904
H -1.21023 1.15132 -1.98406 -0.040 -0.579 0.415 0.3041
H -1.28220 2.69435 -1.55781 -0.539 2.542 -0.371 0.4874
H -2.29641 1.48701 -0.67661 -2.280 0.184 0.320 0.4359
H 1.30687 0.86460 -1.35972 0.117 -0.831 -0.624 0.3473
H 1.87679 1.68636 0.09694 0.486 -0.431 0.860 0.3624
H 1.24020 2.69824 -1.19070 -0.250 -2.384 0.756 0.3501
H -0.44631 2.48471 0.60011 0.088 -0.154 0.319 0.3458

=====

No. 9
23
Properties=species:S:1:pos:R:3:forces:R:3:mulliken_charge:R:1 method="wB97M-V/def2-TZVPD" e_above_lowest_kj_mol=0.0 total_energy_ev=-47075.266 lumo_energy_ha=-0.015
C 1.04824 1.75496 -1.83068 0.131 -0.891 -0.050 -1.0265
C -0.89185 0.20043 2.87074 -1.020 -2.242 1.634 -0.5292
C 0.64880 0.34753 -1.66344 -0.168 -0.289 -0.445 0.9549
C -0.37634 -1.17595 2.57354 -1.817 0.232 -0.230 0.6165
C 0.36296 -0.55006 -2.85679 -1.445 0.273 1.035 -1.4459
C 0.84518 -1.96259 2.38447 1.482 0.987 -1.053 -0.8533
O -2.31251 0.12247 0.35871 -0.480 1.380 -1.675 -0.5039
O -1.82824 1.40669 -1.69206 -0.750 0.502 -1.084 -0.5433
O -0.06824 -0.00368 -0.54570 -2.433 1.646 0.921 -0.2606
O -1.01190 2.15578 0.52877 -0.104 -0.279 -0.912 -0.5650
S 2.37784 0.63560 -1.34414 0.994 0.300 0.162 -0.2273
S -1.82416 -1.02937 1.85251 1.009 -1.194 1.230 0.0588
S -1.43855 1.11352 -0.37491 1.955 -2.317 2.536 1.1515
H 0.99747 1.97392 -2.84392 0.411 0.791 -1.814 0.2978
H 0.75113 2.56817 -1.21797 -0.199 0.201 0.891 0.4206
H -1.54082 0.33932 3.80816 1.668 0.273 -1.406 0.2739
H -0.39926 0.95223 2.32817 0.117 1.555 -0.221 0.2230
H -0.59755 -0.42653 -3.41386 0.601 -0.012 0.924 0.2440
H 0.51675 -1.53109 -2.46035 -0.643 -0.971 0.216 0.3682
H 1.14942 -0.49507 -3.51263 1.821 0.653 -1.912 0.5097
H 1.64572 -1.28836 1.86370 -1.368 -1.325 0.564 0.1979
H 0.66216 -2.91743 1.84490 0.132 0.858 0.201 0.2654
H 1.28375 -2.19049 3.34279 0.106 -0.133 0.489 0.3726

=====

No. 10
22
Properties=species:S:1:pos:R:3:forces:R:3:mulliken_charge:R:1 method="wB97M-V/def2-TZVPD" e_above_lowest_kj_mol=254.9 total_energy_ev=-18666.207 lumo_energy_ha=0.011
C -2.56089 0.66053 1.05777 0.166 0.679 0.632 -0.8864
C -1.47873 0.65204 0.31001 0.001 1.945 0.240 0.2933
O -0.64566 1.77471 0.30512 0.256 0.429 -2.012 -0.7458
C -1.03125 -0.46480 -0.60975 -1.922 -1.490 2.197 1.0433
O -2.16263 -1.15357 -1.10920 -0.017 -0.607 -0.188 -0.5722
O -0.34336 0.10729 -1.57422 1.949 1.429 -4.150 -0.5368
C -0.28991 -1.47136 0.22187 -0.643 0.127 0.964 -0.6046
C 0.93607 -1.52193 0.76109 -1.265 -1.504 0.592 -0.1495
O 2.09166 -0.97209 0.47393 1.662 0.340 -0.237 -0.3262
C 2.37919 0.26453 -0.23082 -0.304 1.012 3.236 0.1058
O 1.98896 1.33396 0.51825 -1.599 1.307 1.459 -0.5825
O 3.69178 0.38912 -0.37247 3.555 -0.518 1.225 -0.5855
H -2.90224 1.37599 1.82308 0.620 -0.088 -0.838 0.3071
H -3.15536 -0.17387 0.91002 -1.207 -1.635 0.150 0.3505
H -0.49626 2.02284 -0.67469 -0.376 -0.651 2.081 0.4282
H -2.71762 -0.58851 -1.66119 0.155 0.314 0.253 0.3776
H -0.38136 -0.42840 -2.39774 0.193 0.277 0.914 0.3593
H -1.03302 -2.04267 0.77786 0.319 -0.179 -0.109 0.2274
H 1.00609 -2.28710 1.59886 0.365 1.047 -1.159 0.2512
H 1.89206 0.39583 -1.11218 -1.111 -0.949 -3.077 0.3484
H 1.01186 1.56692 0.46576 1.238 -0.769 0.168 0.5296
H 4.20062 0.56050 0.51865 -2.037 -0.515 -2.343 0.3677